This record from the OMol25 dataset describes a molecular structure, C3H10FInNO4S. The level of theory is ωB97M-V with the def2-TZVPD basis set.

Calculated values
gap between HOMO and LUMO	0.272	hartree
DFT total energy	-1164.2098	Ha

Structure (ORCA input):
```
! wB97M-V def2-TZVPD RIJCOSX def2/J DEFGRID3
* xyz -1 1
H -1.398 0.902 2.059
H -0.408 0.510 -0.019
C -1.177 1.272 -0.058
N 2.699 -2.883 -0.201
H -0.567 -4.141 -0.293
C -1.515 1.715 1.350
H 2.597 -3.843 -0.523
H -2.490 2.196 1.435
H 1.997 -2.103 -2.014
C 1.757 -2.006 -0.951
H 2.397 -2.936 0.769
In -0.381 -2.450 -0.757
F -1.023 -1.284 0.848
S -0.151 3.524 0.329
O -0.490 2.701 1.637
O -0.919 4.725 0.267
H 2.022 -0.973 -0.712
O -0.754 2.505 -0.707
O 1.264 3.625 0.224
H -1.433 -1.941 -2.069
H -2.027 0.888 -0.612
*
```

Löwdin atomic charge list, values in e, 8 entries: atom 1 (H): 0.123, atom 2 (H): 0.089, atom 3 (C): -0.155, atom 4 (N): -0.129, atom 5 (H): -0.135, atom 6 (C): -0.144, atom 7 (H): 0.028, atom 8 (H): 0.128